# 1
108
Properties=species:S:1:pos:R:3:forces:R:3 method="wB97M-V/def2-TZVPD" smiles=FC(F)C(F)(F)COC(F)(F)C(F)F.FC(F)C(F)(F)COC(F)(F)C(F)F.FC(F)C(F)(F)COC(F)(F)C(F)F.FC(F)C(F)(F)COC(F)(F)C(F)F.FC(F)C(F)(F)COC(F)(F)C(F)F.FC(F)C(F)(F)COC(F)(F)C(F)F e_homo_ev=-11.46 multiplicity=1 homo_lumo_gap_ev=11.8176 e_tot_ha=-6402.53719 e_lumo_ev=0.35 e_above_lowest_ev=1.1227
F -29.594 -11.470 23.657 0.767 0.251 0.364
C -29.364 -10.259 23.091 -1.993 -0.481 -1.077
F -29.291 -9.288 24.016 0.523 -0.195 0.129
C -28.188 -10.263 22.130 1.595 0.510 -0.680
F -28.207 -11.378 21.342 0.023 -0.444 0.810
F -27.009 -10.221 22.817 -0.310 -0.296 -0.117
C -28.274 -9.128 21.122 -1.458 0.449 -0.507
O -27.161 -9.012 20.279 0.657 -0.698 -0.096
C -27.325 -8.951 18.864 -0.333 1.133 3.357
F -28.320 -8.052 18.671 -0.206 -0.590 -1.013
F -26.188 -8.380 18.508 0.153 -0.559 -1.037
C -27.538 -10.370 18.291 0.446 -0.401 0.090
F -28.836 -10.762 18.305 -0.033 0.667 -0.165
F -27.061 -10.397 17.032 -0.264 -0.102 -0.077
H -30.263 -10.085 22.480 0.104 0.245 0.102
H -28.511 -8.166 21.584 0.246 -0.057 0.180
H -29.145 -9.412 20.523 -0.159 0.203 0.067
H -27.017 -11.095 18.929 0.290 0.319 -0.254
F -18.048 -16.017 11.398 0.143 -0.245 0.178
C -19.318 -16.366 11.116 -0.932 -0.636 0.106
F -19.527 -17.682 11.409 0.365 0.180 0.058
C -20.254 -15.519 12.005 0.068 1.253 0.521
F -21.578 -15.729 11.837 0.359 -0.662 -0.317
F -20.027 -14.251 11.545 -0.015 0.238 0.008
C -19.879 -15.543 13.485 1.019 0.586 1.079
O -20.579 -14.514 14.193 -1.091 0.587 0.433
C -20.054 -14.031 15.407 0.950 -2.861 -2.992
F -19.752 -15.087 16.182 0.199 0.052 0.679
F -18.888 -13.437 15.075 -0.041 0.738 0.966
C -21.104 -13.166 16.010 -2.142 1.539 -0.314
F -22.208 -13.893 16.322 0.453 -0.581 0.288
F -20.731 -12.494 17.112 0.559 -0.267 -0.211
H -19.470 -16.228 10.046 -0.279 0.170 0.040
H -18.819 -15.290 13.536 0.093 -0.222 -0.163
H -20.016 -16.487 14.009 -0.260 -0.256 -0.474
H -21.484 -12.492 15.235 0.579 0.390 0.101
F -19.721 -14.051 26.949 -0.249 -0.290 0.395
C -19.309 -15.333 26.991 0.693 -0.770 -0.940
F -19.346 -15.833 28.233 -0.372 0.222 0.340
C -20.075 -16.227 26.003 -0.275 0.113 -0.460
F -21.325 -16.560 26.378 -0.068 0.553 0.296
F -19.415 -17.422 25.925 0.459 0.307 0.022
C -20.122 -15.654 24.573 -1.589 -0.850 0.019
O -21.156 -14.672 24.478 0.189 1.680 0.265
C -20.807 -13.445 23.929 1.130 -0.710 0.194
F -21.645 -12.489 24.278 -1.049 -0.460 -0.501
F -19.621 -13.010 24.458 0.448 -0.300 -0.412
C -20.545 -13.688 22.408 0.163 -0.837 -0.668
F -21.505 -14.466 21.833 -0.430 0.532 0.410
F -20.387 -12.590 21.649 -0.223 0.389 0.445
H -18.276 -15.397 26.628 0.111 0.329 0.222
H -20.582 -16.470 24.010 0.756 -0.281 -0.216
H -19.155 -15.355 24.177 0.012 0.049 0.185
H -19.648 -14.304 22.297 0.271 0.365 0.391
F -22.599 -12.054 19.228 -0.309 -0.218 0.916
C -22.754 -10.895 19.905 1.238 0.367 0.069
F -23.078 -9.989 18.951 -0.668 0.343 0.336
C -23.756 -10.897 21.071 -0.782 1.420 -0.179
F -23.391 -11.693 22.092 0.344 -0.680 -0.437
F -24.980 -11.272 20.613 -0.075 -0.491 0.101
C -23.981 -9.508 21.655 -1.425 3.002 -0.460
O -22.811 -8.728 21.948 1.436 -0.703 0.965
C -23.010 -7.390 22.192 -0.861 -1.454 -0.663
F -23.451 -6.858 21.042 -0.633 0.806 0.055
F -23.928 -7.262 23.188 -0.112 0.461 -0.409
C -21.743 -6.683 22.627 0.376 -0.424 0.912
F -20.823 -6.865 21.664 0.211 0.170 0.191
F -21.920 -5.359 22.850 -0.188 -0.085 -0.633
H -21.818 -10.551 20.354 0.306 -0.394 -0.213
H -24.722 -9.463 22.457 0.668 -1.100 0.715
H -24.551 -8.824 21.015 0.084 -0.910 -1.138
H -21.458 -7.076 23.604 0.519 -0.404 -0.217
F -24.401 -4.650 22.161 0.057 0.063 -0.472
C -24.556 -3.724 23.147 0.427 -0.186 -0.882
F -24.449 -4.430 24.286 -0.109 0.899 0.241
C -23.453 -2.601 22.962 -0.279 -0.845 0.826
F -22.390 -2.883 23.737 0.179 0.095 0.084
F -23.989 -1.439 23.421 -0.028 0.046 -0.104
C -23.081 -2.483 21.502 -0.285 0.618 -0.147
O -22.286 -1.331 21.247 -0.125 2.603 0.568
C -22.799 -0.414 20.320 0.347 -3.005 -1.118
F -22.698 -1.163 19.152 -0.549 0.802 -0.620
F -24.093 -0.136 20.491 -0.041 0.102 0.190
C -21.972 0.853 20.087 1.469 0.668 2.000
F -22.102 1.481 18.916 -0.806 -0.563 -0.251
F -22.312 1.735 21.077 -0.219 -0.121 -0.213
H -25.547 -3.298 22.967 -0.041 0.113 0.688
H -24.061 -2.377 21.032 0.285 -0.412 -0.623
H -22.470 -3.323 21.184 -0.522 -0.319 -0.059
H -20.911 0.646 20.234 -0.005 -0.370 -0.118
F -22.896 -5.078 18.771 -0.489 -0.670 -0.305
C -23.643 -4.361 17.899 0.427 2.747 1.545
F -23.174 -4.508 16.649 -0.304 -0.489 -0.051
C -25.149 -4.585 17.999 0.555 -2.663 -1.394
F -25.624 -4.372 19.241 0.211 0.641 -0.303
F -25.300 -5.940 17.764 -0.499 0.117 0.144
C -25.890 -3.898 16.860 -1.184 0.148 0.530
O -25.451 -2.546 16.800 -0.075 0.086 -1.227
C -25.571 -1.947 15.553 0.467 0.045 0.679
F -24.530 -2.230 14.751 0.047 -0.356 -0.024
F -26.676 -2.338 14.903 -0.295 -0.041 0.089
C -25.580 -0.456 15.843 -0.641 1.041 1.509
F -24.332 -0.132 16.281 -0.187 0.194 -0.746
F -26.000 0.300 14.811 0.804 -0.229 -0.623
H -23.514 -3.318 18.219 0.306 0.035 -0.378
H -26.970 -3.897 17.042 0.088 -0.077 0.472
H -25.823 -4.472 15.936 0.856 0.157 0.014
H -26.259 -0.178 16.654 -0.024 -0.578 0.119

# 2
64
Properties=species:S:1:pos:R:3:forces:R:3 method="wB97M-V/def2-TZVPD" total_charge=+2 e_homo_ev=-13.26 multiplicity=1 homo_lumo_gap_ev=6.4721 e_tot_ha=-2245.38923 e_lumo_ev=-6.79
Hf -0.649 0.039 0.172 -0.012 0.424 0.824
I 3.122 -5.527 3.401 0.098 -0.198 0.156
C 2.264 -4.029 2.271 -0.097 0.146 -0.133
C 1.286 -4.342 1.330 -0.020 0.089 0.012
C 0.763 -3.331 0.536 0.104 -0.168 0.131
I -0.986 -3.579 -0.568 0.106 -0.149 -0.149
C 1.267 -2.043 0.638 -0.257 0.324 -0.459
O 0.873 -1.061 -0.239 0.278 -0.763 0.457
C 2.069 -1.693 1.714 0.223 -0.006 0.252
C 2.077 -0.241 2.104 -0.207 0.021 -0.045
N 0.628 0.199 2.250 -0.054 -0.261 0.061
C -0.080 -0.563 3.315 0.013 0.046 -0.125
C -1.553 -0.779 3.042 -0.076 0.015 -0.133
C -2.409 -1.165 4.058 0.029 0.021 0.088
C -3.739 -1.410 3.769 -0.092 -0.032 0.072
C -4.205 -1.272 2.464 -0.065 -0.045 0.028
C -3.313 -0.900 1.492 0.251 -0.013 0.202
N -2.009 -0.654 1.779 -0.245 -0.001 0.352
C 2.598 -2.698 2.513 -0.091 0.020 -0.020
H 0.919 -5.356 1.241 0.009 0.009 -0.012
H 2.526 0.401 1.348 -0.007 0.015 -0.024
H 2.601 -0.091 3.047 0.050 -0.039 0.008
H 0.631 1.177 2.528 0.061 0.064 -0.045
H 0.049 -0.094 4.291 -0.021 0.019 0.026
H 0.379 -1.552 3.378 0.005 -0.029 0.014
H -2.030 -1.272 5.066 -0.022 0.007 -0.001
H -4.417 -1.709 4.559 0.009 0.005 -0.019
H -5.239 -1.455 2.211 0.011 -0.007 0.007
H -3.611 -0.787 0.457 0.027 0.014 -0.029
H 3.240 -2.443 3.347 0.004 -0.010 -0.021
C -2.283 2.580 2.036 0.123 -0.006 -0.105
O -1.215 2.190 1.139 0.127 -0.125 -0.219
C -0.380 3.235 0.687 -0.239 0.047 0.366
C -0.341 4.487 1.268 0.086 0.008 -0.062
C 0.521 5.433 0.722 -0.009 0.014 0.016
C 1.312 5.133 -0.379 0.002 -0.040 -0.005
C 1.252 3.875 -0.962 0.135 0.198 0.024
C 0.411 2.929 -0.410 -0.063 -0.534 -0.387
N 0.183 1.625 -0.925 0.257 0.550 -0.332
N 0.690 1.291 -2.061 -0.323 -0.067 -0.263
C 0.205 0.214 -2.731 -0.044 0.129 -0.101
C -1.105 -0.356 -2.528 0.146 0.380 0.104
O -1.802 -0.076 -1.426 -0.165 -0.252 -0.613
C -1.683 -1.171 -3.510 -0.037 0.026 0.039
C -0.955 -1.534 -4.602 0.056 -0.036 -0.171
C 0.382 -1.097 -4.815 -0.173 -0.142 -0.059
C 1.110 -1.534 -5.938 -0.009 -0.002 -0.024
C 2.395 -1.102 -6.136 0.041 0.049 0.039
C 2.977 -0.218 -5.214 0.041 -0.032 -0.084
C 2.284 0.217 -4.109 -0.039 0.008 0.000
C 0.968 -0.213 -3.895 0.159 0.258 0.224
H -2.871 3.366 1.567 -0.020 0.023 0.036
H -1.862 2.921 2.979 -0.047 0.009 0.038
H -2.895 1.700 2.196 -0.029 0.007 0.007
H -0.962 4.748 2.112 0.015 0.009 -0.008
H 0.562 6.420 1.164 0.009 -0.012 -0.012
H 1.968 5.885 -0.794 -0.007 -0.002 0.004
H 1.838 3.627 -1.836 -0.018 0.003 0.006
H -2.698 -1.514 -3.363 0.015 0.010 0.031
H -1.404 -2.188 -5.341 0.019 0.003 0.002
H 0.641 -2.213 -6.639 0.000 0.004 0.017
H 2.958 -1.437 -6.995 -0.001 0.013 0.012
H 3.992 0.123 -5.372 -0.010 -0.008 -0.003
H 2.755 0.885 -3.402 -0.015 -0.009 0.008

# 3
61
Properties=species:S:1:pos:R:3:forces:R:3 method="wB97M-V/def2-TZVPD" e_homo_ev=-7.02 multiplicity=1 homo_lumo_gap_ev=6.0293 e_tot_ha=-4278.11585 e_lumo_ev=-0.99 e_above_lowest_ev=0.9668
Au 11.547 12.955 9.377 1.958 1.578 -0.211
Se 8.696 11.217 9.376 -0.462 -2.089 0.286
N 10.433 11.354 9.077 -1.153 -1.640 -1.048
C 10.974 10.185 8.698 -2.615 -0.388 0.989
C 12.290 9.962 8.259 0.724 -1.713 -0.453
C 12.664 8.626 8.001 -0.136 2.398 0.530
C 11.752 7.587 8.307 -0.590 -1.370 -0.247
C 10.472 7.760 8.796 1.645 0.411 -1.244
C 9.986 9.096 8.863 -0.151 -0.206 0.979
N 8.728 9.377 9.240 1.400 1.807 -0.666
H 12.885 10.862 8.147 0.410 -0.363 -0.128
H 13.676 8.367 7.647 -0.706 0.305 0.151
H 12.081 6.562 8.043 -0.186 0.620 0.562
H 9.876 6.910 9.036 -0.531 -0.282 0.035
C 16.181 13.127 12.352 0.527 -0.075 -0.834
C 14.772 13.102 12.589 0.072 0.614 -0.951
C 13.865 13.305 11.541 1.291 -0.735 1.861
C 14.379 13.394 10.206 0.475 0.461 1.225
C 13.462 13.557 9.169 -0.553 0.281 -1.004
C 13.946 13.728 7.882 0.786 0.238 1.041
C 15.321 13.709 7.605 0.603 0.608 -0.155
C 16.233 13.461 8.622 -0.901 0.221 -0.459
C 15.807 13.387 9.962 -0.712 -0.503 0.526
C 16.714 13.264 11.068 -1.108 -0.063 0.699
H 16.860 13.025 13.209 -0.306 0.058 -0.402
H 14.474 13.004 13.629 -0.294 -0.003 -0.229
H 12.782 13.321 11.823 1.021 0.050 -0.836
H 13.262 13.925 7.107 -0.682 0.161 -0.989
H 15.655 14.053 6.597 -0.099 -0.880 0.767
H 17.256 13.272 8.402 0.831 0.315 -0.161
H 17.792 13.308 10.882 -0.419 -0.099 0.159
O 9.165 13.613 9.979 -1.192 1.895 0.337
S 8.530 15.023 10.195 1.402 -2.008 -0.929
C 8.653 15.837 8.512 -0.255 0.133 -0.330
C 8.012 14.925 7.469 -0.940 0.646 1.262
C 8.722 14.487 6.371 1.103 -0.124 0.104
C 8.200 13.503 5.539 -0.311 0.307 -1.499
C 6.878 13.128 5.726 0.601 -0.297 -0.105
C 6.145 13.616 6.791 -0.732 -0.239 -0.521
C 6.664 14.546 7.640 0.496 0.218 1.202
C 9.793 15.793 11.355 -1.677 0.402 -0.149
C 10.510 16.959 10.813 0.665 1.235 -1.521
C 11.865 16.887 10.456 0.954 -1.111 0.561
C 12.608 18.026 10.048 -0.652 -1.016 -0.669
C 11.897 19.213 9.930 0.828 0.763 0.404
C 10.528 19.278 10.201 -0.258 0.390 -0.198
C 9.795 18.164 10.513 1.481 -2.059 0.719
H 9.668 16.065 8.203 0.352 -0.104 0.439
H 8.106 16.786 8.561 0.033 -0.162 0.252
H 9.708 14.944 6.207 -0.270 -0.572 0.039
H 8.701 13.123 4.607 -0.204 0.560 1.277
H 6.428 12.468 5.009 -0.186 -0.368 -0.041
H 5.134 13.278 6.927 -0.334 -0.042 -0.014
H 6.027 14.902 8.487 0.866 -0.174 -0.743
H 10.401 14.970 11.722 0.021 -0.092 -0.313
H 9.087 16.118 12.142 0.567 -0.128 -0.014
H 12.382 15.867 10.514 -0.702 1.561 0.028
H 13.668 17.898 9.708 -1.140 0.311 0.574
H 12.428 20.147 9.679 -0.337 -0.563 0.069
H 9.998 20.218 10.217 0.119 0.274 -0.522
H 8.725 18.082 10.494 -0.435 0.649 0.509